P) Computed, not measured: the molecule C8H10, with the ωB97M-V functional and the def2-TZVPD basis.

Highest occupied orbital energy ... -0.3277 hartree
LUMO level ... 0.44 eV
Gap between HOMO and LUMO ... 9.36 eV
Structure (SMILES) ... CC1=C[C@]1(C)C1C=C1

```
18
Properties=species:S:1:pos:R:3:mulliken_charge:R:1
C 1.77 1.48 0.09 -1.203
C 1.35 0.07 0.35 0.257
C 1.43 -0.91 -0.49 -0.786
C 0.08 -0.69 0.04 0.950
C -0.40 -1.50 1.23 -1.605
C -0.88 -0.15 -1.00 -0.315
C -1.61 1.11 -0.69 -0.358
C -2.42 0.00 -0.80 -0.293
H 0.96 2.21 -0.02 0.280
H 2.43 1.52 -0.80 0.287
H 2.41 1.87 0.86 0.386
H 1.80 -1.02 -1.53 0.325
H -0.94 -2.37 0.83 0.366
H -1.08 -0.93 1.85 0.373
H 0.30 -1.93 1.99 0.372
H -0.34 -0.15 -1.93 0.365
H -1.71 1.77 0.11 0.313
H -3.14 -0.37 -0.08 0.285
```

=====

Q) Computed, not measured: the molecule C8H10, with the ωB97M-V functional and the def2-TZVPD basis.

Highest occupied orbital energy ... -0.3217 hartree
LUMO level ... 1.17 eV
Gap between HOMO and LUMO ... 9.92 eV
Structure (SMILES) ... C1=C2CC[C@@H]3[C@H](C1)[C@H]23

```
18
Properties=species:S:1:pos:R:3:mulliken_charge:R:1
C 0.72 -1.41 0.05 -0.830
C -0.19 -0.81 0.73 0.527
C -1.64 -0.77 0.32 -0.821
C -1.41 0.38 -0.72 -0.731
C -0.26 1.27 -0.12 -0.359
C 1.27 0.87 0.08 -0.534
C 1.85 -0.44 -0.35 -0.573
C 0.22 0.59 1.11 -0.350
H 0.57 -2.38 -0.37 0.420
H -2.37 -0.50 1.07 0.339
H -1.94 -1.66 -0.20 0.330
H -1.08 0.04 -1.70 0.270
H -2.29 1.00 -0.80 0.409
H -0.46 2.35 -0.11 0.402
H 1.95 1.72 0.12 0.420
H 2.04 -0.63 -1.42 0.308
H 2.82 -0.57 0.17 0.321
H 0.21 0.94 2.13 0.451
```

=====

R) Computed, not measured: a structure of composition C8H10, with the ωB97M-V functional and the def2-TZVPD basis.

Highest occupied orbital energy ... -0.3239 hartree
LUMO level ... 1.00 eV
Gap between HOMO and LUMO ... 9.82 eV

```
18
Properties=species:S:1:pos:R:3:mulliken_charge:R:1
C -2.56 0.47 0.05 -1.525
C -1.57 -0.69 -0.18 -0.195
C -0.12 -0.29 -0.09 0.381
C 0.89 -1.29 -0.06 -0.476
C 2.15 -1.00 0.04 -0.395
C 2.53 0.38 0.02 0.066
C 1.75 1.38 -0.10 -0.823
C 0.30 1.09 -0.11 -0.057
H -2.49 1.19 -0.55 0.551
H -2.52 0.85 1.23 0.268
H -3.55 -0.01 0.07 0.365
H -1.56 -1.45 0.70 0.249
H -1.75 -1.20 -1.08 0.337
H 0.47 -2.27 0.05 0.333
H 3.02 -2.03 0.11 0.107
H 3.65 0.64 -0.03 0.221
H 1.93 2.48 0.00 0.294
H -0.56 1.75 -0.05 0.298
```

=====

Stability, lowest: P)